i.
The following is a DFT calculation (ωB97M-V with the def2-TZVPD basis set) of 3 unconnected molecules or ions with the total composition C2H9O3.

```
14
C2H9O3 (ωB97M-V with the def2-TZVPD basis set)
C 0.845 -0.513 -0.291
O -0.121 -0.285 0.671
C 1.570 0.667 -0.871
H 1.776 -1.003 0.250
H 0.691 -1.287 -1.102
H 1.762 1.433 -0.047
H 2.602 0.506 -1.225
H 0.934 1.129 -1.691
H -2.449 -0.375 -1.360
H -1.217 0.093 -0.363
O -1.793 0.286 -1.309
H -2.219 -0.483 2.405
H -0.824 -0.249 2.088
O -1.557 0.083 2.844
```

Kohn-Sham gap (eV): 8.346
Net charge: -1
HOMO (hartree): -0.1495

---

ii.
The following is a DFT calculation (ωB97M-V with the def2-TZVPD basis set) of 3 unconnected molecules or ions with the total composition C2H9O3.

```
14
C2H9O3 (ωB97M-V with the def2-TZVPD basis set)
C -0.843 0.255 -0.733
O -0.958 -1.101 -0.400
C -1.859 1.046 0.088
H 0.161 0.622 -0.517
H -1.053 0.454 -1.799
H -1.716 0.740 1.128
H -1.659 2.129 0.073
H -2.925 1.036 -0.154
H 1.988 -0.286 0.434
H 2.561 0.245 1.760
O 2.408 0.519 0.854
H 2.382 -2.332 -0.133
H -0.060 -1.509 -0.474
O 1.573 -1.818 -0.127
```

Kohn-Sham gap (eV): 8.123
Net charge: -1
HOMO (hartree): -0.1428

---

Most favorable structure: ii. The second most favorable one is 0.739 eV above it.

---

i.
The following is a DFT calculation (ωB97M-V with the def2-TZVPD basis set) of a single C3H10NOP molecule.

```
16
C3H10NOP (ωB97M-V with the def2-TZVPD basis set)
C 1.543 0.640 -1.302
N 0.414 0.198 -0.484
C -0.355 -0.838 -0.950
P 0.799 0.045 1.208
C -0.790 -0.004 2.162
O 1.722 1.042 1.699
H 1.216 0.660 -2.344
H 1.693 1.690 -0.989
H 2.484 0.132 -0.915
H -1.358 -0.817 -0.412
H -0.448 -0.679 -1.970
H 0.206 -1.909 -0.611
H 1.296 -1.193 1.158
H -1.283 0.882 1.714
H -1.301 -0.970 1.921
H -0.763 0.304 3.281
```

Kohn-Sham gap (eV): 9.941
SMILES: CN(C)[P@H](C)=O
HOMO (hartree): -0.3295

---

ii.
The following is a DFT calculation (ωB97M-V with the def2-TZVPD basis set) of 2 unconnected molecules or ions with the total composition C3H10NOP.

```
16
C3H10NOP (ωB97M-V with the def2-TZVPD basis set)
H 1.340 1.330 -0.400
N 0.971 0.383 -0.298
C 1.824 -0.502 -0.041
C 3.296 -0.318 0.106
H 1.437 -1.509 0.070
H 3.796 -0.786 -0.741
H 3.562 0.739 0.131
H 3.651 -0.804 1.010
C -3.364 0.439 0.100
P -1.617 -0.086 -0.064
O -1.514 -1.545 -0.039
H -3.905 0.152 -0.801
H -3.466 1.508 0.268
H -3.789 -0.113 0.939
H -1.011 0.581 0.980
H -1.213 0.531 -1.223
```

Kohn-Sham gap (eV): 10.615
SMILES: [H]/N=C\C.C[PH2]=O
HOMO (hartree): -0.3523

---

Most favorable structure: ii. The second most favorable one is 0.147 eV above it.

---

i.
The following is a DFT calculation (ωB97M-V with the def2-TZVPD basis set) of a gas-phase ion, C7H10N (charge +1).

```
18
C7H10N (ωB97M-V with the def2-TZVPD basis set)
C 0.683 2.394 1.372
C -0.137 1.478 1.602
C 1.546 2.413 0.313
C 1.410 1.257 -0.509
C -1.148 0.834 1.037
C 0.876 0.060 -0.171
C 0.545 -0.832 -1.282
N -1.428 -0.595 1.331
H 1.846 3.437 -0.101
H 1.590 1.344 -1.529
H -2.156 1.332 0.782
H 1.014 -0.437 0.761
H 1.000 -1.729 -1.171
H 0.546 -0.416 -2.268
H -0.534 -0.941 -1.310
H -2.445 -0.795 1.421
H -1.107 -0.935 2.238
H -1.052 -1.220 0.603
```

Kohn-Sham gap (alpha / beta) (eV): 7.460 / 7.487
Net charge: +1
HOMO (alpha / beta) (hartree): -0.4081 / -0.5000
Multiplicity: 3

---

ii.
The following is a DFT calculation (ωB97M-V with the def2-TZVPD basis set) of a gas-phase ion, C7H10N (charge +1).

```
18
C7H10N (ωB97M-V with the def2-TZVPD basis set)
C 2.040 0.985 0.387
C 2.013 -0.305 0.144
C 3.314 0.358 -0.076
C -0.197 -1.057 -0.248
C 1.236 -1.361 -0.257
C -2.901 0.038 0.475
C -1.840 0.755 -0.427
N -0.537 0.155 -0.521
H 1.848 1.856 0.960
H 3.629 0.369 -1.227
H 4.168 0.418 0.580
H -0.845 -1.849 -0.026
H 1.622 -2.303 -0.348
H -3.747 0.556 0.776
H -3.280 -0.899 -0.141
H -2.612 -0.273 1.480
H -1.648 1.752 -0.170
H -2.262 0.804 -1.360
```

Kohn-Sham gap (alpha / beta) (eV): 8.422 / 6.104
Net charge: +1
HOMO (alpha / beta) (hartree): -0.4637 / -0.5167
Multiplicity: 3

---

Most favorable structure: ii. The second most favorable one is 0.446 eV above it.

---

i.
The following is a DFT calculation (ωB97M-V with the def2-TZVPD basis set) of a single C3H11N5 molecule.

```
19
C3H11N5 (ωB97M-V with the def2-TZVPD basis set)
C -0.066 -2.023 0.212
C -0.793 0.120 -0.729
N -0.938 0.832 -1.888
N -1.831 0.143 0.127
N 0.111 -0.915 -0.716
H -0.150 0.712 -2.508
H -1.260 1.782 -1.747
H -1.660 -0.148 1.077
H -2.545 0.843 0.003
H 0.710 -2.755 -0.003
H -1.039 -2.496 0.063
H 0.049 -1.721 1.259
C 1.232 1.178 1.378
N 1.072 1.107 -0.057
N 1.444 -0.206 -0.482
H 1.843 -0.132 -1.415
H 0.353 0.841 1.979
H 1.386 2.226 1.657
H 2.084 0.610 1.789
```

Kohn-Sham gap (eV): 7.199
HOMO (hartree): -0.2381

---

ii.
The following is a DFT calculation (ωB97M-V with the def2-TZVPD basis set) of a molecular structure, C3H11N5.

```
19
C3H11N5 (ωB97M-V with the def2-TZVPD basis set)
C 0.378 0.524 2.458
N 0.632 0.025 1.096
C 0.573 1.077 0.057
N 1.711 1.666 -0.155
H 1.575 -0.360 1.042
H 1.604 2.541 -0.656
H -0.398 1.586 0.126
H 0.497 -0.294 3.167
H -0.646 0.893 2.505
H 1.074 1.328 2.700
C -0.994 -1.373 -1.012
N -1.638 -1.700 -2.182
N 0.103 -0.074 -1.410
N -0.987 -1.785 0.129
H -2.468 -2.257 -2.031
H -1.756 -0.962 -2.858
H -0.137 0.519 -2.199
H 1.038 -0.440 -1.578
H -0.160 -0.913 0.801
```

Kohn-Sham gap (eV): 9.003
HOMO (hartree): -0.3013

---

Most favorable structure: ii. The second most favorable one is 1.066 eV above it.

---

i.
The following is a DFT calculation (ωB97M-V with the def2-TZVPD basis set) of 3 unconnected molecules or ions with the total composition C5H13NO2.

```
21
C5H13NO2 (ωB97M-V with the def2-TZVPD basis set)
C 0.156 0.010 0.146
C 0.248 1.394 0.068
N 1.407 2.021 0.134
C -1.132 -0.704 0.180
C -1.378 -1.208 -1.219
C -2.496 -0.973 -1.900
H 1.074 -0.543 0.273
H -0.646 1.998 -0.033
H 1.381 2.986 0.464
H 2.187 1.531 0.557
H -1.940 -0.061 0.557
H -1.207 -1.479 0.961
H -0.564 -1.748 -1.689
H -2.742 -1.412 -2.867
H -3.290 -0.392 -1.420
H 2.099 0.676 -1.756
H 2.486 -0.854 -1.721
O 2.578 -0.021 -2.214
H 0.725 -0.920 3.242
H 0.178 -0.159 4.453
O 0.875 -0.141 3.785
```

Kohn-Sham gap (alpha / beta) (eV): 9.974 / 6.494
Net charge: +1
HOMO (alpha / beta) (hartree): -0.5117 / -0.5116
Multiplicity: 2

---

ii.
The following is a DFT calculation (ωB97M-V with the def2-TZVPD basis set) of 3 unconnected molecules or ions with the total composition C5H13NO2.

```
21
C5H13NO2 (ωB97M-V with the def2-TZVPD basis set)
N 0.183 1.486 -2.182
C -1.136 0.893 -1.841
C -1.379 0.412 2.457
C -0.225 0.439 1.841
C -0.188 0.719 0.405
C -1.180 0.505 -0.482
H 0.180 1.787 -3.127
H 0.372 2.469 -1.690
H -1.498 -0.007 -2.714
H -1.842 1.659 -1.959
H -1.540 0.006 3.485
H -2.273 0.650 1.906
H 0.688 0.051 2.214
H 0.727 1.227 0.007
H -2.118 0.145 -0.084
H 0.161 -1.771 0.603
H 1.070 -2.997 0.509
O 0.908 -2.212 1.067
H 2.064 -1.179 0.128
H 1.606 -0.953 -1.262
O 2.313 -1.450 -0.694
```

Kohn-Sham gap (alpha / beta) (eV): 8.786 / 5.084
Net charge: +1
HOMO (alpha / beta) (hartree): -0.5051 / -0.5046
Multiplicity: 2

---

iii.
The following is a DFT calculation (ωB97M-V with the def2-TZVPD basis set) of 2 unconnected molecules or ions with the total composition C5H13NO2.

```
21
C5H13NO2 (ωB97M-V with the def2-TZVPD basis set)
C -1.844 0.070 -1.567
N -0.758 0.047 -0.605
C -1.046 -0.482 0.734
C 0.290 -0.474 1.488
C 1.461 -0.772 0.477
O 2.534 -0.433 0.798
C -2.086 0.246 1.629
H -2.283 1.026 -1.863
H -2.716 -0.449 -1.155
H -1.551 -0.408 -2.508
H -0.498 1.010 -0.371
H -1.367 -1.524 0.644
H 0.388 0.395 2.136
H 0.426 -1.297 2.208
H 1.106 -1.246 -0.473
H -2.697 0.846 0.951
H -2.723 -0.450 2.166
H -1.647 0.901 2.380
H 0.981 1.310 -2.782
H 2.319 1.854 -2.141
O 1.737 1.094 -2.243
```

Kohn-Sham gap (alpha / beta) (eV): 11.488 / 5.560
Net charge: +1
HOMO (alpha / beta) (hartree): -0.5531 / -0.5138
Multiplicity: 2

---

Most favorable structure: i. The second most favorable one is 0.725 eV above it.

---

i.
The following is a DFT calculation (ωB97M-V with the def2-TZVPD basis set) of 2 unconnected molecules or ions with the total composition C2H8NO.

```
12
C2H8NO (ωB97M-V with the def2-TZVPD basis set)
O -1.690 -0.670 -1.417
H -1.834 -1.584 -1.698
C 1.654 -0.283 0.548
N 0.241 -0.170 0.484
C -0.208 1.205 0.552
H 2.087 -1.270 0.386
H 2.189 0.399 -0.156
H 1.956 -0.039 1.578
H -0.249 -0.684 -0.259
H 0.116 1.644 1.498
H -1.283 1.251 0.413
H 0.235 1.704 -0.336
```

Kohn-Sham gap (eV): 6.993
Net charge: -1
HOMO (hartree): -0.0962

---

ii.
The following is a DFT calculation (ωB97M-V with the def2-TZVPD basis set) of 2 unconnected molecules or ions with the total composition C2H8NO.

```
12
C2H8NO (ωB97M-V with the def2-TZVPD basis set)
C 0.533 -1.442 -1.808
H -0.355 -1.662 -1.209
H 1.425 -1.857 -1.309
H 0.709 -0.365 -1.799
H 0.454 -1.844 -2.829
N -1.215 1.379 1.624
C 0.175 0.975 1.291
O 0.125 0.031 0.281
H -1.529 1.798 0.757
H -1.701 0.500 1.642
H 0.737 1.931 1.129
H 0.641 0.557 2.229
```

Kohn-Sham gap (eV): 7.039
Net charge: -1
HOMO (hartree): -0.0897

---

Most favorable structure: ii. The second most favorable one is 0.129 eV above it.